Entry 1:
Density functional theory data (wB97M-V/def2-TZVPD) for a cluster of 14 separate species, C28H28BCl52N3O6S2 in total at a distorted geometry.

The calculation puts the largest force on an atom at 1.61 eV Å⁻¹. Its molecular weight is 2421.05 g mol⁻¹. The LUMO energy comes out at -0.00981 Ha. For the total energy, the calculation gives -26450.498032 hartree. The value obtained for the energy relative to the best compared isomer or geometry (same formula, charge and spin) is 0.0000 eV.

Cartesian coordinates (Å):
C1 0.4416 -6.7342 0.8404
N1 1.2259 -7.1815 2.0069
C2 2.6126 -7.5672 1.7013
B1 1.0846 -6.3671 3.1973
O1 0.9067 -6.9908 4.4300
N2 1.0719 -4.8834 3.2556
C3 -0.2393 -4.2713 3.5916
C4 -0.2128 -2.7392 3.6117
C5 0.8764 -2.0919 4.5105
S1 1.3307 -3.1590 5.9158
C6 2.8404 -2.5051 6.6332
S2 2.8039 -2.1445 8.2099
N3 4.0577 -2.4643 5.9124
C7 4.4980 -3.7917 5.4628
C8 5.7385 -3.5937 4.5669
O2 6.4115 -2.4094 4.9620
C9 5.6640 -1.2886 4.5288
C10 4.1512 -1.5074 4.8112
C11 1.8501 -4.2450 2.2845
O3 3.0499 -4.1587 2.3857
O4 1.1973 -3.7604 1.1953
C12 1.7187 -2.5196 0.6792
C13 2.7937 -2.7176 -0.3863
C14 3.1913 -1.4175 -1.1262
C15 2.6644 -0.1521 -0.4853
O5 3.0653 0.3214 0.5357
O6 1.7110 0.4723 -1.2493
H1 0.0704 -5.7123 0.9280
H2 1.0652 -6.7546 -0.0645
H3 -0.3902 -7.4246 0.6642
H4 3.3362 -6.7473 1.7892
H5 2.6650 -7.9993 0.6988
H6 2.9355 -8.3572 2.3919
H7 1.6161 -6.7509 5.0382
H8 -0.4824 -4.6047 4.6065
H9 -1.0590 -4.6249 2.9542
H10 -1.1924 -2.4099 3.9799
H11 -0.1436 -2.3471 2.5955
H12 0.4667 -1.1764 4.9483
H13 1.7334 -1.7832 3.9075
H14 3.7154 -4.3170 4.8966
H15 4.7845 -4.3875 6.3363
H16 5.4356 -3.4975 3.5125
H17 6.4349 -4.4289 4.6483
H18 6.0338 -0.4135 5.0682
H19 5.7951 -1.1424 3.4456
H20 3.6258 -0.5777 5.0344
H21 3.7081 -1.9313 3.8933
H22 2.1661 -1.9703 1.5110
H23 0.8600 -1.9502 0.3050
H24 3.6792 -3.0390 0.1688
H25 2.5141 -3.5224 -1.0685
H26 4.2838 -1.3465 -1.0845
H27 2.9151 -1.3767 -2.1797
H28 0.8462 0.5645 -0.8288
C16 -2.3314 2.0358 0.9384
Cl1 -2.6055 3.0503 -0.4827
Cl2 -1.1914 0.7421 0.4939
Cl3 -1.6574 2.9859 2.2570
Cl4 -3.8511 1.3046 1.4428
C17 -0.9339 -7.5590 -5.4151
Cl5 -1.1049 -7.2028 -7.1347
Cl6 0.5237 -8.5208 -5.1521
Cl7 -0.7980 -6.0399 -4.5163
Cl8 -2.3418 -8.4596 -4.8518
C18 1.3627 1.1868 10.4646
Cl9 -0.0835 0.1759 10.4320
Cl10 1.9080 1.4823 8.8112
Cl11 0.9896 2.7278 11.2464
Cl12 2.6391 0.3635 11.3616
C19 3.8351 -3.5454 -5.0934
Cl13 3.5437 -2.0344 -5.9656
Cl14 2.2836 -4.3645 -4.9257
Cl15 4.9181 -4.5738 -6.0402
Cl16 4.6287 -3.1879 -3.5424
C20 -4.3044 6.6461 2.7553
Cl17 -4.7708 8.2024 2.0640
Cl18 -3.0555 6.8940 3.9789
Cl19 -5.7148 5.8841 3.4983
Cl20 -3.6729 5.5975 1.4825
C21 -5.4603 -8.0850 -7.4912
Cl21 -4.3834 -9.2396 -8.2830
Cl22 -6.0580 -8.7818 -5.9809
Cl23 -4.5704 -6.6030 -7.1401
Cl24 -6.8232 -7.7232 -8.5527
C22 -4.7516 3.0238 -4.2929
Cl25 -3.4052 4.0278 -3.7460
Cl26 -4.6734 1.4514 -3.4906
Cl27 -6.2776 3.8138 -3.8842
Cl28 -4.6506 2.8023 -6.0399
C23 -6.2788 12.0012 0.0954
Cl29 -7.5185 13.2552 -0.0016
Cl30 -4.8685 12.4905 -0.8453
Cl31 -5.8122 11.7662 1.7827
Cl32 -6.9225 10.4868 -0.5521
C24 -8.6126 8.6041 -3.8117
Cl33 -7.4028 9.7803 -4.3333
Cl34 -9.8751 8.4850 -5.0435
Cl35 -7.8430 7.0254 -3.6039
Cl36 -9.2883 9.1138 -2.2628
C25 -2.7130 8.1391 -2.1676
Cl37 -2.5624 8.0579 -3.9266
Cl38 -1.3869 9.0936 -1.5010
Cl39 -4.2525 8.8783 -1.7354
Cl40 -2.6621 6.5080 -1.4899
C26 5.7085 1.4555 -3.9329
Cl41 5.5439 2.3225 -5.4620
Cl42 7.0482 2.1283 -3.0036
Cl43 4.2061 1.6198 -3.0221
Cl44 6.0075 -0.2706 -4.2331
C27 8.9773 1.5055 -7.7368
Cl45 8.2321 0.6697 -6.3733
Cl46 9.0100 0.4306 -9.1381
Cl47 8.0430 2.9532 -8.1336
Cl48 10.6269 1.9745 -7.3146
C28 -11.3015 12.5901 -4.3061
Cl49 -10.1516 12.9741 -3.0220
Cl50 -11.9061 10.9490 -4.0765
Cl51 -12.6440 13.7369 -4.2611
Cl52 -10.4868 12.6944 -5.8707

Entry 2:
Density functional theory data (wB97M-V/def2-TZVPD) for a cluster of 6 separate species, C28H28Br4N4O8 in total at a distorted geometry.

The calculation puts the largest force on an atom at 1.46 eV Å⁻¹. Its molecular weight is 868.17 g mol⁻¹. The LUMO energy comes out at -0.02635 Ha. For the total energy, the calculation gives -12200.399112 hartree. The value obtained for the energy relative to the best compared isomer or geometry (same formula, charge and spin) is 0.3270 eV.

Cartesian coordinates (Å):
Br1 26.6759 12.0832 8.1312
C1 27.3367 13.9349 7.9540
C2 26.5018 14.7571 8.9029
Br2 27.1743 16.6030 9.1703
H1 27.2645 14.2773 6.9263
H2 28.3803 13.9326 8.2529
H3 26.4020 14.3049 9.8884
H4 25.4640 14.8531 8.5845
Br3 25.8483 10.2678 3.6698
C3 24.3968 11.6283 3.9250
C4 24.8588 12.3486 5.1434
Br4 23.6546 13.8049 5.6210
H5 23.4756 11.0690 4.0541
H6 24.3650 12.1795 2.9930
H7 25.9137 12.6250 5.0896
H8 24.9076 11.7460 6.0475
C5 31.1286 15.6622 8.3021
C6 31.8302 16.5620 7.5300
C7 32.6602 17.4942 8.1483
C8 32.9613 17.3742 9.4781
C9 32.3063 16.4268 10.2670
C10 31.3797 15.5805 9.6901
N1 33.9229 18.3061 10.0835
O1 34.2116 19.3023 9.4488
O2 34.3875 18.0088 11.1618
H9 30.3239 15.0726 7.8946
H10 31.5563 16.6507 6.4872
H11 33.0935 18.3147 7.5888
H12 32.4608 16.4439 11.3380
H13 30.8190 14.9353 10.3508
C11 30.6246 19.9589 9.8607
C12 29.3532 19.6345 10.3417
C13 28.8197 20.3079 11.4143
C14 29.5584 21.3579 11.9823
C15 30.7769 21.7088 11.4739
C16 31.3371 21.0086 10.4040
N2 29.0301 21.9807 13.2092
O3 29.7342 22.7703 13.7851
O4 27.9193 21.6592 13.5562
H14 31.0637 19.3230 9.1038
H15 28.8455 18.7620 9.9512
H16 27.8411 20.0859 11.8168
H17 31.3897 22.4341 11.9987
H18 32.3212 21.2332 10.0188
C17 29.4561 8.0817 5.1158
C18 29.4074 8.9942 4.0782
C19 29.5952 10.3438 4.3501
C20 29.7599 10.7368 5.6529
C21 29.8225 9.8604 6.7321
C22 29.6979 8.5176 6.4262
N3 29.7933 12.1877 5.9653
O5 30.4727 12.5472 6.8985
O6 29.1155 12.9132 5.2705
H19 29.2220 7.0374 4.9610
H20 29.0848 8.6646 3.0996
H21 29.4989 11.0301 3.5204
H22 29.9685 10.2197 7.7382
H23 29.6931 7.7751 7.2138
C23 22.8576 14.9697 10.0506
C24 22.8062 14.0076 9.0506
C25 23.3200 12.7552 9.2790
C26 23.8488 12.4355 10.5200
C27 23.9276 13.3991 11.5250
C28 23.4213 14.6585 11.2872
N4 24.4787 11.1436 10.7420
O7 24.1727 10.2304 9.9898
O8 25.2873 11.0434 11.6462
H24 22.4901 15.9599 9.8158
H25 22.3277 14.2856 8.1244
H26 23.3223 11.9536 8.5487
H27 24.4065 13.1536 12.4632
H28 23.4894 15.4386 12.0339

Entry 3:
Density functional theory data (wB97M-V/def2-TZVPD) for a structure of composition C28H28ClN2O7SeTa.

The calculation puts the largest force on an atom at 0.45 eV Å⁻¹. Its molecular weight is 799.90 g mol⁻¹. The LUMO energy comes out at -0.04084 Ha. For the total energy, the calculation gives -4638.650841 hartree. The value obtained for the energy relative to the best compared isomer or geometry (same formula, charge and spin) is 0.4870 eV.

Cartesian coordinates (Å):
Ta1 0.2325 -0.1725 0.0019
C1 2.3428 2.3703 1.1959
O1 1.1424 2.1630 0.4540
C2 0.1265 3.0743 0.6322
C3 0.1975 4.2135 1.4112
C4 -0.9190 5.0409 1.4877
C5 -2.0819 4.7436 0.7946
C6 -2.1454 3.6031 0.0059
C7 -1.0432 2.7755 -0.0607
N1 -0.9584 1.5809 -0.8173
N2 -1.4704 1.6005 -1.9626
C8 -1.0515 0.6243 -2.8416
C9 0.2839 0.1924 -2.7905
O2 1.0733 0.4300 -1.7503
C10 0.8421 -0.4591 -3.9232
C11 0.0679 -0.7455 -4.9981
C12 -1.3057 -0.3671 -5.0627
C13 -2.1027 -0.6772 -6.1813
C14 -3.4122 -0.2783 -6.2347
C15 -3.9664 0.4436 -5.1661
C16 -3.2132 0.7478 -4.0603
C17 -1.8674 0.3491 -3.9902
H1 2.7899 3.3251 0.9198
H2 3.0019 1.5536 0.9265
H3 2.1408 2.3410 2.2689
H4 1.0951 4.4635 1.9575
H5 -0.8713 5.9287 2.1038
H6 -2.9413 5.3952 0.8698
H7 -3.0367 3.3428 -0.5482
H8 1.8810 -0.7527 -3.8669
H9 0.4919 -1.2820 -5.8388
H10 -1.6636 -1.2386 -6.9971
H11 -4.0222 -0.5217 -7.0944
H12 -5.0025 0.7529 -5.2111
H13 -3.6503 1.2836 -3.2288
O3 -1.9734 -2.4976 -2.2546
Se1 -1.3020 -2.4866 -0.8155
O4 -1.5303 -3.7082 0.1722
O5 0.3466 -2.0340 -0.8893
O6 -1.6189 -0.9845 -0.0331
Cl1 -0.1012 -3.9629 6.0283
C18 -0.2922 -2.6782 4.8699
C19 0.4697 -1.5268 4.9948
C20 0.3206 -0.5213 4.0561
C21 -0.5769 -0.6255 2.9862
C22 -0.6277 0.4909 1.9846
C23 -1.3528 -1.7833 2.9168
C24 -1.2065 -2.8088 3.8416
H14 1.1690 -1.4258 5.8139
H15 0.9165 0.3799 4.1543
H16 -0.0505 1.3121 2.4135
H17 -1.6426 0.8588 1.8181
H18 -2.0759 -1.9011 2.1255
H19 -1.7987 -3.7092 3.7541
C25 3.6030 -1.9665 0.0892
C26 2.7468 -1.6220 1.2984
C27 1.9797 -2.8382 1.7926
C28 3.5792 -1.0087 2.4136
O7 1.8157 -0.6000 0.8506
H20 4.3444 -2.7190 0.3610
H21 4.1244 -1.0794 -0.2748
H22 2.9778 -2.3629 -0.7108
H23 1.3247 -2.5760 2.6224
H24 1.3852 -3.2779 0.9935
H25 2.6899 -3.5887 2.1440
H26 4.3065 -1.7381 2.7730
H27 2.9411 -0.7212 3.2484
H28 4.1249 -0.1338 2.0567

Question: Among the records above, which one has the highest molecular weight?
Answer: C28H28BCl52N3O6S2